DFT (wB97M-V/def2-TZVPD) results for a structure of composition C35H68N10OP2Rb.

Last column: Löwdin charge in e.
Cartesian coordinates (Å):
1 Rb -0.413069 -0.698918 -0.053925  0.610
2 N 0.971577 -3.103601 -0.845915  -0.051
3 C 0.382862 -4.440404 -0.881449  -0.250
4 C -1.081675 -4.393292 -1.306407  -0.198
5 N -1.972052 -3.550923 -0.506906  -0.172
6 C -2.326426 -4.179028 0.766010  -0.181
7 C -1.385325 -3.877476 1.930845  -0.251
8 N -1.287447 -2.438327 2.158343  -0.060
9 C -3.175982 -3.268166 -1.297023  -0.203
10 C -4.109873 -2.191515 -0.751366  -0.256
11 N -3.449689 -0.889952 -0.665155  -0.020
12 H 0.903494 -2.666751 -1.761467  0.014
13 H 1.961315 -3.169956 -0.640074  0.058
14 H 0.481783 -4.895645 0.103316  0.097
15 H 0.883664 -5.112608 -1.591206  0.113
16 H -1.452337 -5.431252 -1.337394  0.127
17 H -1.100063 -4.013894 -2.332981  0.114
18 H -2.416361 -5.270854 0.654369  0.129
19 H -3.307633 -3.807976 1.064456  0.107
20 H -0.382070 -4.250689 1.733913  0.092
21 H -1.771887 -4.429367 2.797811  0.116
22 H -0.616694 -2.244130 2.894586  0.025
23 H -2.182791 -2.071431 2.467512  0.070
24 H -3.768755 -4.184842 -1.454791  0.132
25 H -2.850665 -2.921661 -2.282459  0.099
26 H -4.489039 -2.456213 0.237088  0.101
27 H -4.978308 -2.186446 -1.424478  0.114
28 H -4.106215 -0.199816 -0.318621  0.070
29 H -3.201488 -0.587714 -1.606019  0.025
30 C 2.616953 -1.455114 4.703660  -0.262
31 P 2.005488 -0.709100 3.127599  1.021
32 C 1.962912 1.040263 3.744956  -0.402
33 N 2.995194 1.505432 4.409659  0.134
34 C 2.913743 2.729676 4.974397  -0.201
35 C 4.032548 3.279833 5.639418  -0.007
36 C 3.918966 4.494814 6.251027  -0.064
37 C 2.694295 5.200205 6.240717  -0.064
38 C 1.600211 4.695175 5.598922  -0.007
39 C 1.697355 3.452215 4.934092  -0.200
40 N 0.636024 2.953207 4.263617  0.134
41 C 0.758041 1.804805 3.640893  -0.408
42 P -0.701782 1.152793 2.699735  0.948
43 C -1.800757 0.931492 4.167127  -0.255
44 C -1.417924 2.718458 1.905258  -0.721
45 C -2.467631 2.205206 0.916606  -0.134
46 C -0.283735 3.394550 1.124838  -0.098
47 C -2.096914 3.724708 2.836489  -0.091
48 C 3.551853 -0.782694 2.030034  -0.720
49 C 3.267280 0.129792 0.829426  -0.103
50 C 3.626198 -2.238027 1.556836  -0.111
51 C 4.889597 -0.400799 2.659866  -0.088
52 H 3.467353 -0.895266 5.087917  0.031
53 H 2.893817 -2.496212 4.536626  0.036
54 H 1.814076 -1.432275 5.441543  0.038
55 H 4.955226 2.714521 5.646671  0.116
56 H 4.772335 4.926132 6.757804  0.109
57 H 2.629387 6.151749 6.751980  0.109
58 H 0.654711 5.221113 5.576311  0.116
59 H -1.736782 1.794202 4.827642  0.039
60 H -1.486164 0.035685 4.705505  0.036
61 H -2.830822 0.790283 3.836567  0.040
62 H -2.012218 1.606719 0.127019  0.016
63 H -2.985899 3.049593 0.454334  0.088
64 H -3.211805 1.593547 1.434832  0.075
65 H 0.252541 2.669217 0.502133  0.067
66 H 0.429368 3.863050 1.801222  0.074
67 H -0.688171 4.172105 0.471664  0.088
68 H -3.021138 3.322370 3.255144  0.079
69 H -2.355518 4.618382 2.260179  0.088
70 H -1.440146 4.023175 3.645764  0.056
71 H 2.383053 -0.211197 0.287194  0.028
72 H 4.112705 0.109203 0.137056  0.083
73 H 3.118582 1.163211 1.153351  0.083
74 H 2.657809 -2.567817 1.173226  0.043
75 H 3.916936 -2.905411 2.369858  0.078
76 H 4.374141 -2.336981 0.764612  0.092
77 H 4.867531 0.595598 3.084092  0.061
78 H 5.660410 -0.429619 1.882985  0.087
79 H 5.186384 -1.102902 3.439932  0.079
80 C -4.453573 -0.120331 -5.159104  -0.157
81 C -3.194583 -0.936519 -4.938159  -0.190
82 N -2.533268 -0.423057 -3.747200  0.035
83 C -2.312303 0.949800 -3.606972  -0.395
84 N -1.369144 1.299993 -2.809491  0.071
85 C -1.067452 2.716421 -2.682555  -0.224
86 C -2.304851 3.582944 -2.874621  -0.159
87 C -2.938603 3.220619 -4.206995  -0.154
88 N -3.165919 1.785216 -4.276476  -0.045
89 C -4.059745 1.335836 -5.333445  -0.157
90 H -5.109670 -0.236994 -4.294108  0.119
91 H -4.986714 -0.458371 -6.047063  0.120
92 H -2.553539 -0.872313 -5.827450  0.123
93 H -3.436365 -1.986881 -4.770734  0.114
94 H -1.693178 -0.915082 -3.479858  0.116
95 H -0.312064 2.991031 -3.428701  0.118
96 H -0.626799 2.885595 -1.699204  0.079
97 H -2.056657 4.644233 -2.851497  0.117
98 H -3.023241 3.372362 -2.078082  0.108
99 H -2.300324 3.547234 -5.037837  0.131
100 H -3.902581 3.720374 -4.321166  0.123
101 H -3.583222 1.470047 -6.314399  0.130
102 H -4.946738 1.971649 -5.313071  0.124
103 C 4.032928 -1.707927 -4.883165  -0.043
104 N 2.785732 -1.614237 -4.139485  -0.146
105 C 1.757663 -2.589027 -4.467515  -0.035
106 C 2.545189 -0.650821 -3.214504  -0.495
107 C 3.604487 0.413607 -3.069117  0.012
108 O 1.517637 -0.628237 -2.540012  -0.050
109 H 4.066365 -2.673080 -5.381830  0.091
110 H 4.897275 -1.644911 -4.223118  0.089
111 H 4.121229 -0.928745 -5.644351  0.097
112 H 1.626954 -2.634745 -5.549554  0.096
113 H 0.822593 -2.275152 -4.012695  0.069
114 H 2.025671 -3.584318 -4.103253  0.096
115 H 3.779056 0.915409 -4.021346  0.091
116 H 4.547808 -0.018482 -2.733549  0.085
117 H 3.265427 1.140617 -2.337232  0.084

Cartesian forces (eV/Å) of the 6 atoms listed first:
-0.12 0.00 -0.41
0.08 -0.29 -0.09
-0.18 -0.01 0.01
0.14 0.02 0.09
-0.04 0.02 -0.17
0.19 0.13 0.13

Spin multiplicity ... 1
Charge ... +1
Lowest unoccupied orbital energy ... -0.086 hartree
Electronic energy ... -2703.9489 Eh
Orbital gap ... 7.922 eV
Highest occupied orbital energy ... -10.2584 eV